Entry 1:
Here is C14H16BrN3O in the gas phase from OMol25. Energies are from the ωB97M-V functional and the def2-TZVPD basis.

XYZ file:
```
35
C14H16BrN3O, DFT the ωB97M-V functional and the def2-TZVPD basis
C -1.659 -0.293 0.093
C 3.041 1.038 0.530
C 2.380 -1.516 2.213
Br -0.517 2.460 0.289
H 3.460 -1.710 -1.379
N -2.852 -0.860 0.024
H 2.491 1.398 1.388
C -1.827 1.107 0.187
H 1.686 -2.203 2.692
H -5.267 -1.254 0.272
H -6.710 -0.281 -1.514
H -5.713 0.427 0.670
C -3.189 1.320 0.166
C 4.459 0.158 -1.674
H 5.010 -0.189 -2.535
N -3.756 0.103 0.078
C 3.590 -0.699 -1.022
C -5.157 -0.209 -0.024
C -5.660 -0.012 -1.452
C 4.618 1.459 -1.227
H -5.546 1.024 -1.760
N 0.580 -0.644 0.810
H 5.292 2.130 -1.739
C -0.407 -1.091 0.002
C 1.917 -1.207 0.790
H 2.437 -0.604 2.804
H 4.018 2.912 0.226
H 0.444 0.181 1.372
H 3.366 -1.971 2.188
H -3.753 2.228 0.217
H 1.835 -2.137 0.217
C 3.905 1.897 -0.125
O -0.295 -2.051 -0.730
H -5.096 -0.643 -2.133
C 2.874 -0.269 0.087
```

HOMO-LUMO gap = 0.359 hartree
SMILES = CCn1cc(Br)c(C(=O)N[C@H](C)c2ccccc2)n1
E_tot = -91338.2043 eV
HOMO = -9.11 eV
LUMO = 0.66 eV
charge = 0

Atom charges from the Löwdin analysis, given in e for atoms 1 to 4:
1 C -0.22
2 C -0.06
3 C -0.03
4 Br 0.77



Entry 2:
Here is C14H16BrN3O2S in the gas phase from OMol25. Energies are from the ωB97M-V functional and the def2-TZVPD basis.

XYZ file:
```
37
C14H16BrN3O2S, DFT the ωB97M-V functional and the def2-TZVPD basis
N 0.019 -0.982 0.131
C -2.239 0.698 -2.240
H -1.637 -3.064 0.699
C -3.493 -0.942 -1.037
C 2.186 0.580 0.684
H -3.387 -1.056 2.208
C 4.352 -0.069 -0.046
C -2.366 -1.307 -0.314
H -0.020 -1.903 0.544
H 0.191 1.463 -2.846
H -4.428 -1.446 -0.840
N 3.839 2.234 0.194
O 0.815 -0.690 2.484
H 0.844 2.740 1.214
C -2.479 -2.365 0.750
H -3.388 -2.944 0.575
C 0.206 1.046 -1.841
O -0.275 1.234 1.393
C -1.161 -0.648 -0.576
H -2.188 1.475 -2.988
H -1.638 -1.185 2.376
N 1.771 2.945 0.867
S 0.583 0.083 1.299
C -2.545 -1.741 2.147
C -3.438 0.058 -1.989
H 1.041 0.353 -1.756
H 0.362 1.861 -1.136
C 3.076 -0.422 0.374
Br 5.617 -1.401 -0.508
H 5.669 1.596 -0.428
C -1.087 0.352 -1.546
H 2.143 3.878 0.849
C 2.598 1.926 0.591
H 2.772 -1.453 0.463
H -2.672 -2.516 2.899
C 4.684 1.277 -0.116
H -4.326 0.336 -2.535
```

relative energy (zero: lowest compared OMol25 entry of this formula, charge and spin) = 8.55 kJ/mol
HOMO-LUMO gap = 0.326 hartree
SMILES = CCc1cccc(C)c1NS(=O)(=O)c1cc(Br)cnc1N
E_tot = -104221.0534 eV
HOMO = -8.57 eV
LUMO = 0.30 eV
charge = 0

Atom charges from the Löwdin analysis, given in e for atoms 1 to 4:
1 N -0.04
2 C -0.04
3 H 0.11
4 C -0.04



Entry 3:
Here is 3 unconnected molecules or ions with the total composition C14H16F16N2O3PS in a non-equilibrium geometry from OMol25. Energies are from the ωB97M-V functional and the def2-TZVPD basis.

XYZ file:
```
53
C14H16F16N2O3PS, DFT the ωB97M-V functional and the def2-TZVPD basis
F 5.998 -0.503 0.046
O -6.149 -0.917 0.657
O 0.599 -0.184 -1.413
F -2.886 -3.173 -0.919
H -5.413 1.026 -2.910
H 4.080 0.218 1.568
C 6.226 0.075 1.268
F 1.212 -2.886 -0.991
F 2.784 -2.308 0.418
F 5.037 0.333 3.314
F 7.499 2.688 5.315
H 5.703 2.158 0.881
C -5.094 1.070 -1.865
C 7.243 2.751 2.983
H -7.606 1.727 -2.762
O 7.569 2.139 1.804
C 6.594 1.536 0.980
C -6.181 -0.691 -0.506
H 7.060 1.510 -0.004
F -2.781 -0.878 -2.260
H -7.162 -1.894 -1.984
H 8.987 2.116 4.103
H -2.786 -1.537 0.218
F 4.796 -1.530 2.200
F 2.314 0.331 -0.150
F 7.746 4.007 2.935
C 4.954 -0.195 2.077
H -1.107 0.395 -0.371
F -1.135 -2.650 0.282
H -5.498 -1.452 -2.396
C -0.800 -0.066 -1.312
C 7.900 2.063 4.187
S -10.130 -0.673 -3.640
C -1.633 -1.319 -1.617
F 7.272 -0.563 1.826
H -8.099 2.354 -0.642
H -4.709 2.070 -1.679
F -0.983 -2.101 -2.487
F 5.912 2.863 3.141
H -5.815 -2.666 -1.143
C -6.163 -1.735 -1.581
N -6.219 0.760 -0.929
C -2.148 -2.146 -0.432
H -4.299 0.349 -1.728
N -8.844 0.128 -1.322
H -1.063 0.638 -2.101
F 0.645 -0.706 0.773
F 7.521 0.773 4.256
C 2.100 -1.922 -0.675
P -7.685 1.288 -1.434
C 1.365 -0.613 -0.358
H 2.787 -1.781 -1.512
C -9.454 -0.224 -2.345
```

HOMO-LUMO gap = 0.309 hartree
E_tot = -87496.1810 eV
HOMO = -12.77 eV
LUMO = -4.35 eV
charge = +1

Atom charges from the Löwdin analysis, given in e for atoms 1 to 4:
1 F 0.09
2 O 0.18
3 O 0.06
4 F 0.09



Entry 4:
Here is a molecular structure, C14H16F6N3O5PdS4 from OMol25. Energies are from the ωB97M-V functional and the def2-TZVPD basis.

XYZ file:
```
49
C14H16F6N3O5PdS4, DFT the ωB97M-V functional and the def2-TZVPD basis
H 0.907 1.617 2.254
C -0.299 -2.514 3.487
H -2.022 -1.787 -2.620
S -1.190 -4.585 -0.735
F -0.642 0.444 -2.611
C -0.398 -2.075 2.209
F 0.542 1.072 -4.298
S 0.444 -1.314 4.461
C 0.605 0.740 -2.998
H -3.037 4.055 0.655
O 2.201 -0.986 -4.133
H -0.633 -3.457 3.887
Pd 0.700 -0.288 -0.017
C -2.601 -2.571 -2.133
C 4.191 0.981 0.002
C -0.544 -4.131 0.783
H -3.577 -2.167 -1.857
N 2.824 -0.134 -1.878
F 4.962 1.740 -0.789
O 5.091 -1.042 -1.347
H -2.737 -3.393 -2.834
C -2.486 3.638 -0.191
S 3.826 -0.644 -0.797
H -1.938 0.408 0.342
F 4.862 0.747 1.140
N -1.631 -2.215 0.091
F 1.011 1.820 -2.333
H 2.327 0.921 3.048
H 1.015 1.584 4.044
H -0.632 4.174 0.868
H -0.393 3.417 -0.721
O 3.262 -1.464 0.234
O -0.950 2.144 0.801
H -2.609 4.303 -1.046
O 0.922 -1.767 -2.194
F 3.102 1.679 0.309
H -2.741 1.433 1.558
C -1.022 3.423 0.176
C -1.862 -3.000 -0.910
C 0.576 -0.279 3.073
H -4.015 2.067 -0.400
C -2.182 1.435 0.613
H -2.598 1.885 -1.450
S 1.737 -0.741 -2.798
H 0.097 -4.779 1.356
C -0.868 -2.841 1.049
C 1.245 1.049 3.120
N 0.094 -0.805 1.991
C -2.935 2.204 -0.462
```

relative energy (zero: lowest compared OMol25 entry of this formula, charge and spin) = 134.84 kJ/mol
HOMO-LUMO gap = 0.201 hartree
E_tot = -92611.3081 eV
HOMO = -3.06 eV
LUMO = 2.41 eV
charge = -1

Atom charges from the Löwdin analysis, given in e for atoms 1 to 4:
1 H 0.06
2 C -0.36
3 H 0.07
4 S 1.03



Entry 5:
Here is a gas-phase ion, C14H16N (charge +1) in a non-equilibrium geometry from OMol25. Energies are from the ωB97M-V functional and the def2-TZVPD basis.

XYZ file:
```
31
C14H16N, DFT the ωB97M-V functional and the def2-TZVPD basis
C 0.413 -0.232 -1.188
H 0.390 -0.704 -2.151
H 0.009 2.055 1.850
C -3.137 -3.266 -0.278
N 1.344 1.249 0.364
H 3.095 2.639 0.128
C 2.069 3.237 1.622
H -1.802 -0.934 -3.186
C -2.164 -1.591 -2.335
C -3.003 -2.720 -2.611
H -4.131 -4.412 -1.979
C 3.416 1.281 1.791
C 0.155 1.353 0.929
H 2.871 0.898 2.634
C -2.402 -2.130 0.047
C -0.902 0.539 0.597
H -1.921 0.622 1.120
H 1.558 3.114 2.616
H 3.940 0.513 1.232
C -0.798 -0.297 -0.538
H -3.100 -2.902 -3.645
H 2.570 0.423 -1.139
H -2.165 -2.000 1.184
H 4.272 2.023 2.213
H 1.409 3.796 0.967
C -1.824 -1.328 -0.993
C 2.484 2.065 0.848
H 2.954 3.785 1.777
C -3.537 -3.608 -1.600
C 1.519 0.486 -0.718
H -3.580 -3.954 0.440
```

relative energy (zero: lowest compared OMol25 entry of this formula, charge and spin) = 166.88 kJ/mol
HOMO-LUMO gap = 0.300 hartree
SMILES = CC(C)[n+]1ccc(-c2ccccc2)cc1
E_tot = -16259.9508 eV
HOMO = -12.30 eV
LUMO = -4.13 eV
charge = +1

Atom charges from the Löwdin analysis, given in e for atoms 1 to 4:
1 C 0.03
2 H 0.12
3 H 0.18
4 C -0.08



Entry 6:
Here is a molecular structure, C14H16N3O3Pt in a non-equilibrium geometry from OMol25. Energies are from the ωB97M-V functional and the def2-TZVPD basis.

XYZ file:
```
37
C14H16N3O3Pt, DFT the ωB97M-V functional and the def2-TZVPD basis
Pt 0.112 0.113 0.139
H -2.217 4.619 1.004
H -1.346 2.287 4.541
C -1.320 2.707 0.601
H -1.502 3.620 -3.105
C 2.139 -2.342 -0.810
H 0.107 -1.744 4.756
H 2.789 -2.481 -1.672
C -0.082 -0.857 2.834
H 2.334 -3.129 -0.081
C -1.938 4.284 -1.091
O -0.049 -1.357 -3.329
H 2.398 -1.384 -0.355
C -1.868 3.942 0.236
C -1.462 3.394 -2.050
C 0.432 -1.200 -2.242
N -0.861 1.861 -0.323
H -0.984 -2.247 -0.099
O 0.810 -0.060 -1.724
H -2.356 5.238 -1.382
H 0.249 -1.725 2.281
N -0.412 0.221 2.080
C 0.231 -3.673 -1.811
C -0.617 0.297 4.833
C -0.877 1.316 2.681
N -1.282 2.412 1.952
H -0.511 1.491 -2.329
C 0.679 -2.358 -1.223
H -1.642 3.159 2.526
C -0.169 -0.863 4.198
O -0.057 -1.983 -0.018
H 0.289 -4.463 -1.060
H -0.682 0.343 5.912
H -0.789 -3.605 -2.189
H 0.874 -3.937 -2.647
C -0.923 2.207 -1.633
C -0.985 1.379 4.077
```

relative energy (zero: lowest compared OMol25 entry of this formula, charge and spin) = 76.43 kJ/mol
HOMO-LUMO gap = 0.319 hartree
E_tot = -28632.0663 eV
HOMO = -12.08 eV
LUMO = -3.40 eV
charge = +1

Atom charges from the Löwdin analysis, given in e for atoms 1 to 4:
1 Pt 1.24
2 H 0.12
3 H 0.13
4 C -0.27